Entry 1:
# C2H11N3O2

A 3-piece molecular cluster, C2H11N3O2 overall (ωB97M-V/def2-TZVPD, the Open Molecules 2025 dataset).

Computed properties:
Molecular weight in u: 109.13
LUMO in hartree: 0.0321
Relative energy (zero: lowest compared OMol25 entry of this formula, charge and spin) in kcal per mole: 25.0
Frontier orbital gap in eV: 9.7140

Last column: natural (NBO) charge in e.
Geometry (Å):
H  -0.55888  -1.18468  0.65635  0.39
N  -0.62024  -0.21593  0.89241  -0.85
C  -0.51063  0.86634  0.27396  0.61
N  -0.78235  1.08185  -1.10912  -0.83
N  -0.15830  2.03511  0.93433  -0.63
C  0.69424  1.96209  2.09715  -0.40
H  -0.60906  0.22519  -1.58985  0.38
H  -0.18594  1.81974  -1.44374  0.36
H  -0.22577  2.85880  0.36277  0.38
H  0.09396  1.72040  2.96922  0.20
H  1.14680  2.93919  2.31019  0.20
H  1.52880  1.28490  1.96707  0.20
O  -2.31924  -3.43000  -3.75152  -0.94
H  -3.11382  -3.83044  -4.11800  0.47
H  -1.59571  -3.93177  -4.14306  0.47
O  2.52068  -1.19971  0.87902  -0.94
H  1.74894  -1.07750  1.45510  0.48
H  2.94651  -1.92357  1.35773  0.46

Entry 2:
# C37H51BrN2O12

A 7-piece molecular cluster, C37H51BrN2O12 overall (ωB97M-V/def2-TZVPD, the Open Molecules 2025 dataset).

Computed properties:
Molecular weight in u: 795.72
Charge: +2
LUMO in hartree: -0.3015
Frontier orbital gap in eV: 4.2440

Last column: Löwdin charge in e.
Geometry (Å):
Br  0.91687  3.22422  0.48422  0.60
C  1.47268  1.46176  -0.37872  -0.55
C  0.56862  0.25731  0.28396  -0.22
C  1.56783  -0.79230  1.11726  -0.12
N  2.13434  -1.72605  0.02704  -0.09
C  3.38368  -1.32612  -0.74503  0.09
C  3.99878  -2.27755  -1.95917  0.08
C  3.20723  -3.66876  -2.31338  -0.09
C  3.67033  -4.71150  -3.49086  -0.06
C  5.21128  -5.23876  -3.76486  0.08
C  5.46771  -6.32727  -4.98053  0.04
N  4.39291  -6.89992  -5.88267  0.04
C  2.94661  -6.41131  -5.69412  0.06
C  2.50836  -5.31865  -4.52891  0.06
C  1.87394  -4.03005  -1.38285  0.07
C  1.35237  -3.01241  -0.20071  0.10
H  2.62667  1.35437  -0.20764  0.05
H  1.29716  1.47605  -1.55437  0.08
H  -0.34203  0.62567  0.92314  0.11
H  0.12551  -0.36500  -0.63283  0.13
H  2.43057  -0.16408  1.63258  0.15
H  0.95065  -1.42624  1.91162  0.14
H  3.96849  -0.33433  -0.52450  0.14
H  4.95464  -1.89975  -2.54127  0.13
H  6.06590  -4.83012  -3.05144  0.14
H  6.56653  -6.69692  -5.15177  0.15
H  4.55574  -7.62099  -6.64445  0.18
H  2.10597  -6.86327  -6.40326  0.15
H  1.41612  -4.92818  -4.37278  0.12
H  1.22108  -5.01513  -1.54625  0.13
H  0.39581  -3.25021  0.46530  0.14
O  7.15133  -2.19863  -5.39655  0.08
C  7.08797  -2.56168  -6.55946  -0.46
O  6.90965  -1.72037  -7.61993  0.04
C  6.77357  -2.49215  -8.81225  -0.16
C  7.41938  -3.81760  -8.50397  -0.16
C  7.14628  -3.98329  -7.03042  -0.11
H  5.70795  -2.59273  -9.04354  0.13
H  7.26953  -1.97977  -9.64177  0.14
H  7.03302  -4.63731  -9.11549  0.12
H  8.50127  -3.75108  -8.67167  0.13
H  6.17967  -4.46056  -6.84684  0.10
H  7.94980  -4.53094  -6.53258  0.13
O  -1.37990  -2.34030  1.52983  0.04
C  -2.22066  -1.79242  2.22346  -0.45
O  -2.13125  -1.65756  3.57919  0.04
C  -3.33396  -1.06862  4.07153  -0.15
C  -3.93868  -0.35363  2.89169  -0.16
C  -3.51242  -1.21474  1.72971  -0.08
H  -3.98240  -1.86474  4.45216  0.14
H  -3.09984  -0.38078  4.88927  0.13
H  -5.02213  -0.23141  2.97147  0.09
H  -3.49200  0.64326  2.79322  0.13
H  -4.21994  -2.02774  1.54462  0.14
H  -3.35884  -0.62112  0.82559  0.13
O  -0.25606  4.72761  -5.02154  0.12
C  0.84885  4.26004  -4.80079  -0.45
O  1.94483  4.47005  -5.58749  0.04
C  3.03171  3.68788  -5.09486  -0.17
C  2.69977  3.40973  -3.65216  -0.18
C  1.19355  3.34277  -3.66678  -0.11
H  3.10024  2.77113  -5.68987  0.13
H  3.96563  4.24804  -5.19797  0.13
H  3.17440  2.50278  -3.26835  0.11
H  3.02384  4.25139  -3.02798  0.13
H  0.83317  2.33670  -3.89865  0.13
H  0.76694  3.70031  -2.72679  0.11
O  -6.86036  -1.26490  2.14739  0.08
C  -7.70112  -0.71702  2.84103  -0.45
O  -7.61171  -0.58216  4.19676  0.02
C  -8.81443  0.00678  4.68910  -0.16
C  -9.41915  0.72177  3.50926  -0.16
C  -8.99288  -0.13934  2.34728  -0.08
H  -9.46286  -0.78934  5.06972  0.14
H  -8.58031  0.69462  5.50683  0.12
H  -10.50259  0.84399  3.58903  0.13
H  -8.97247  1.71866  3.41078  0.13
H  -9.70040  -0.95234  2.16218  0.14
H  -8.83930  0.45428  1.44315  0.13
O  7.32212  6.34093  1.51035  0.11
C  6.16419  5.97630  1.63038  -0.46
O  5.64528  4.85648  1.04649  0.02
C  4.24402  4.79804  1.30887  -0.21
C  4.03326  5.64681  2.53528  -0.17
C  5.09839  6.70435  2.39209  -0.08
H  3.70876  5.18772  0.43662  0.11
H  3.94292  3.75955  1.47472  0.10
H  3.02083  6.05263  2.60917  0.12
H  4.22576  5.05141  3.43609  0.13
H  4.75109  7.55382  1.79746  0.14
H  5.46673  7.03710  3.36524  0.14
O  -11.03889  2.19519  7.76433  0.11
C  -9.91837  2.18459  8.24650  -0.46
O  -8.78061  2.49127  7.55684  0.01
C  -7.64930  2.26954  8.39753  -0.18
C  -8.18150  2.33216  9.80528  -0.17
C  -9.58143  1.79313  9.65341  -0.08
H  -7.22246  1.29004  8.15766  0.13
H  -6.89523  3.03993  8.21178  0.13
H  -7.57267  1.77332  10.52094  0.12
H  -8.22421  3.37589  10.13968  0.13
H  -9.60917  0.70319  9.73754  0.14
H  -10.26854  2.25459  10.36640  0.14

Entry 3:
# C17H12BrHgN3O2Se

C17H12BrHgN3O2Se as an isolated structure (ωB97M-V/def2-TZVPD, the Open Molecules 2025 dataset).

Computed properties:
Molecular weight in u: 649.76
Charge: -1
2S+1: 2
LUMO (spin up / spin down) in hartree: 0.0841 / 0.0841
Frontier orbital gap (spin up / spin down) in eV: 4.7565 / 7.5968
Expectation value of S²: 0.77

Last column: natural (NBO) charge in e.
Geometry (Å):
Hg  2.02853  -0.01650  0.44623  1.54
O  -0.25985  -0.42281  4.00540  -0.69
C  0.29985  -0.44571  2.90751  0.73
O  1.18785  0.42438  2.53726  -0.89
C  -0.13986  -1.44142  1.88824  -0.01
C  -1.16922  -2.32688  2.16285  -0.19
C  -1.64959  -3.19384  1.20385  -0.29
C  -1.09080  -3.15795  -0.11411  -0.07
C  -1.53496  -3.96534  -1.16396  -0.22
C  -0.96740  -3.90345  -2.43016  -0.26
C  0.07318  -3.01482  -2.66499  -0.22
C  0.53527  -2.19705  -1.64333  -0.27
C  -0.02502  -2.24447  -0.36226  0.17
N  0.44349  -1.43649  0.63834  -0.71
H  -1.58251  -2.29561  3.16162  0.24
H  -2.45337  -3.88603  1.42030  0.19
H  -2.34681  -4.65805  -0.96757  0.19
H  -1.33287  -4.54426  -3.22273  0.20
H  0.53030  -2.95656  -3.64531  0.20
H  1.35306  -1.50611  -1.82437  0.20
C  -1.66896  4.01401  1.59387  -0.63
C  -0.87576  3.48570  0.43650  -0.05
C  -1.06746  3.90381  -0.87414  -0.16
C  -0.32174  3.37362  -1.91318  -0.27
C  0.62412  2.41146  -1.59259  0.14
Br  1.68850  1.64198  -2.94387  0.08
N  0.82210  2.00443  -0.35660  -0.53
C  0.09911  2.51388  0.64158  0.05
H  -2.35020  4.80339  1.27631  0.21
H  -1.01448  4.41834  2.36619  0.23
H  -2.25721  3.21859  2.05305  0.24
H  -1.82088  4.65333  -1.09149  0.21
H  -0.46264  3.68169  -2.93828  0.23
H  0.30559  2.09939  1.62641  0.26
Se  7.02311  0.47370  -0.49173  -0.30
C  5.25836  0.30174  -0.16259  0.20
N  4.11919  0.18992  0.03776  -0.76

Entry 4:
# C53H55CsN10O2SSi

C53H55CsN10O2SSi as an isolated structure (ωB97M-V/def2-TZVPD, the Open Molecules 2025 dataset).

Computed properties:
Molecular weight in u: 1057.15
LUMO in hartree: -0.0028
Relative energy (zero: lowest compared OMol25 entry of this formula, charge and spin) in kcal per mole: 1.4
Frontier orbital gap in eV: 7.3368

Last column: Löwdin charge in e.
Geometry (Å):
Cs  -0.28181  0.07620  0.26129  1.00
C  1.54310  -0.46472  -3.99139  -0.16
C  2.51812  0.40224  -3.16592  -0.11
C  3.32672  -0.44832  -2.22538  -0.31
C  4.67942  -0.69977  -2.41913  -0.02
C  5.34234  -1.52404  -1.52245  -0.06
C  4.63268  -2.07146  -0.46808  -0.05
C  3.28427  -1.75843  -0.35349  -0.13
N  2.64754  -0.96267  -1.20090  0.10
N  0.15726  -0.05645  -3.81551  -0.15
C  -0.11564  1.19223  -4.47877  -0.15
C  -1.43685  1.80721  -4.10078  -0.26
C  -2.03817  2.71989  -4.96739  -0.03
C  -3.23623  3.30213  -4.60219  -0.07
C  -3.81110  2.93311  -3.39464  -0.07
C  -3.14633  2.00098  -2.61339  -0.17
N  -1.98238  1.45871  -2.94517  0.14
C  -0.82105  -1.06610  -4.17737  -0.13
C  -0.56695  -2.37582  -3.48768  -0.29
C  -0.35338  -3.54215  -4.21552  -0.02
C  -0.09084  -4.71983  -3.53586  -0.07
C  -0.04119  -4.68953  -2.15332  -0.06
C  -0.27210  -3.47630  -1.51712  -0.14
N  -0.53449  -2.34962  -2.15959  0.12
H  1.63128  -1.49520  -3.64833  0.11
H  1.83360  -0.45445  -5.05848  0.13
H  1.91997  1.08833  -2.56442  0.09
H  3.18078  0.98613  -3.80625  0.11
H  5.20127  -0.25527  -3.25690  0.11
H  6.39611  -1.73313  -1.64806  0.10
H  5.10206  -2.71534  0.26039  0.11
H  2.69965  -2.15737  0.46543  0.09
H  -0.09186  1.09010  -5.58411  0.13
H  0.67359  1.90123  -4.21590  0.13
H  -1.56961  2.95839  -5.91177  0.11
H  -3.72253  4.01513  -5.25415  0.10
H  -4.76046  3.34084  -3.07614  0.10
H  -3.56145  1.65561  -1.67671  0.06
H  -0.86580  -1.22904  -5.27104  0.13
H  -1.79425  -0.69918  -3.84299  0.09
H  -0.38245  -3.52240  -5.29609  0.11
H  0.08283  -5.64043  -4.07756  0.10
H  0.17460  -5.57822  -1.57814  0.10
H  -0.24838  -3.40684  -0.43670  0.09
C  -0.46797  5.93698  -1.35212  -0.03
C  -0.09687  4.62786  -0.70436  -0.25
N  -0.92214  3.85514  -0.10466  0.12
N  -2.20561  4.26800  0.02537  -0.03
C  -3.16347  3.48660  0.61090  -0.89
N  -4.33403  4.14579  0.84293  0.08
S  -2.97723  1.89967  1.00699  0.63
C  1.32716  4.20820  -0.69155  -0.23
C  2.34452  5.15950  -0.75662  -0.02
C  3.65976  4.74002  -0.63134  -0.06
C  3.91628  3.39459  -0.44459  -0.04
C  2.83467  2.52196  -0.40986  -0.13
N  1.57821  2.90958  -0.54469  0.12
H  -1.39176  5.82760  -1.92213  0.08
H  0.30226  6.25651  -2.04810  0.07
H  -0.60667  6.73059  -0.61397  0.09
H  -2.45104  5.22735  -0.20786  0.13
H  -4.53410  5.04078  0.43118  0.09
H  -5.11075  3.57330  1.12730  0.09
H  2.12123  6.21041  -0.86608  0.10
H  4.46711  5.45958  -0.66116  0.11
H  4.92348  3.02427  -0.31865  0.10
H  2.98682  1.46335  -0.25717  0.09
C  -3.35755  -1.17539  2.97557  0.00
C  -3.06084  -1.82878  1.65169  -0.54
O  -1.95498  -1.81436  1.14852  -0.20
N  -4.10106  -2.46427  1.05913  0.08
C  -3.99500  -3.03190  -0.26662  -0.11
C  -4.73816  -2.21213  -1.28947  -0.26
C  -6.13036  -2.18468  -1.30210  -0.03
C  -6.77621  -1.38800  -2.22900  -0.07
C  -6.00859  -0.65026  -3.11719  -0.06
C  -4.62968  -0.75633  -3.03446  -0.14
N  -4.00257  -1.51512  -2.14620  0.15
H  -2.51302  -0.54847  3.25274  0.08
H  -3.48750  -1.94187  3.73905  0.09
H  -4.26397  -0.57382  2.92471  0.08
H  -5.01547  -2.36266  1.46745  0.14
H  -4.37696  -4.05807  -0.25549  0.13
H  -2.93750  -3.04402  -0.53030  0.10
H  -6.69346  -2.78655  -0.60028  0.11
H  -7.85601  -1.34548  -2.26197  0.11
H  -6.46516  -0.01351  -3.85970  0.10
H  -3.99367  -0.20456  -3.71616  0.09
O  0.40523  0.25480  2.57631  -0.72
Si  1.38876  -0.40830  3.60173  0.38
C  1.96702  -2.15728  3.08163  -0.22
C  3.17895  -2.71295  3.48941  -0.09
C  3.53263  -4.01294  3.16057  -0.10
C  2.66554  -4.80270  2.42121  -0.10
C  1.45140  -4.27646  2.00776  -0.10
C  1.11876  -2.96703  2.32363  -0.13
C  0.54110  -0.77035  5.27252  -0.19
C  0.69847  -0.08110  6.47116  -0.09
C  -0.05473  -0.38295  7.59700  -0.10
C  -0.99895  -1.39400  7.55131  -0.11
C  -1.17765  -2.09833  6.37001  -0.10
C  -0.41722  -1.78583  5.25599  -0.10
C  3.02927  0.56309  3.70863  -0.19
C  3.83841  0.45351  2.57573  -0.11
C  5.02554  1.15257  2.44145  -0.10
C  5.44342  2.00329  3.45369  -0.11
C  4.65883  2.13933  4.58549  -0.10
C  3.47230  1.42777  4.70497  -0.08
H  3.86749  -2.11309  4.07198  0.10
H  4.48445  -4.41633  3.48762  0.10
H  2.93471  -5.82171  2.17218  0.10
H  0.76886  -4.88485  1.42539  0.09
H  0.17893  -2.55886  1.97299  0.06
H  1.42345  0.71464  6.54613  0.07
H  0.09894  0.17471  8.51294  0.10
H  -1.58759  -1.63410  8.42774  0.09
H  -1.90659  -2.89967  6.32235  0.10
H  -0.56600  -2.35340  4.34680  0.09
H  3.53015  -0.20707  1.77581  0.08
H  5.63017  1.02765  1.54984  0.10
H  6.37214  2.55256  3.36218  0.09
H  4.97219  2.80205  5.38304  0.10
H  2.88758  1.56963  5.60074  0.07